A single C4H5NO molecule. Source: the Open Molecules 2025 dataset; level of theory: ωB97M-V/def2-TZVPD.

Geometry as XYZ:
```
11
Properties=species:S:1:pos:R:3:forces:R:3:lowdin_charge:R:1
O -0.587222 1.232015 1.777829 -0.08 0.15 -0.07 0.050
C -0.219868 0.540714 0.660824 0.15 -0.02 -0.33 -0.409
C -0.005049 0.938553 -0.617232 -0.10 0.10 0.02 -0.032
C 0.336105 -0.247822 -1.357175 0.02 -0.06 -0.04 -0.097
C 0.359951 -1.290328 -0.484763 0.15 0.07 -0.16 -0.140
N 0.007177 -0.821812 0.782097 0.17 0.30 -0.05 0.060
H -1.548443 1.332908 1.743982 0.21 0.04 0.17 0.114
H -0.052973 1.957233 -0.970766 -0.20 -0.12 -0.09 0.104
H 0.524468 -0.302596 -2.420515 -0.08 -0.02 0.12 0.093
H 0.531764 -2.346066 -0.654737 0.13 0.25 0.08 0.104
H 0.654089 -0.992798 1.540456 -0.38 -0.69 0.35 0.153
```
Positions in Å, forces in eV/Å.

Output
total energy	-7765.812	eV
gap between HOMO and LUMO	9.168	eV
energy above the lowest of the compared OMol25 structures with the same formula, charge and spin	69.0	kJ/mol
structure (SMILES)	Oc1ccc[nH]1
maximum force	0.861	eV/A